A cluster of 2 separate species, CH5N2OS in total in a non-equilibrium geometry. Source: OMol25; level of theory: wB97M-V/def2-TZVPD.

Positions of all 10 atoms, in Å:
N 0.138 -0.639 1.232
C -1.049 -0.573 0.501
N -0.982 0.378 -0.508
O -2.032 -1.283 0.713
H 0.304 -1.536 1.688
H 0.964 -0.158 0.869
H -0.005 0.814 -0.795
H -1.790 0.432 -1.087
S 1.860 1.111 -0.795
H 2.594 1.455 -1.819

Computed properties:
energy relative to the best compared isomer or geometry (same formula, charge and spin)	8.7	kcal/mol
net charge	-1
gap between HOMO and LUMO	7.85	eV
HOMO level	-3.6071	eV

Per-atom natural (NBO) charges, elementary charge units: -0.878 0.778 -0.908 -0.722 0.375 0.417 0.407 0.373 -0.955 0.113